1.
Formula: C5H14N2
Source: the OMol25 dataset
Level of theory: ωB97M-V/def2-TZVPD

Properties
SMILES string: CCNCCNC
HOMO-LUMO gap: 0.3405 Eh
M: 102.2 g/mol
LUMO level: 1.07 eV
2S+1: 1
Calculated total energy: -8391.0417 eV

Geometry as XYZ:
```
21
C5H14N2 (ωB97M-V/def2-TZVPD)
N 1.57 -0.45 -0.30
N -1.45 -1.24 -0.13
C 0.49 -0.05 -1.21
C 1.10 1.52 1.26
C -0.56 -1.14 -1.29
C -2.42 -0.16 0.01
C 1.64 0.12 1.03
H 1.84 2.32 1.16
H 0.91 -0.01 -2.21
H -0.05 -2.10 -1.34
H -2.44 0.47 -0.87
H -1.13 -1.17 -2.21
H 1.13 -0.54 1.75
H -3.43 -0.57 -0.01
H -2.32 0.39 0.94
H 0.21 1.72 0.73
H 0.70 1.65 2.28
H 2.61 0.02 1.44
H -0.87 -1.27 0.71
H 0.03 0.90 -0.93
H 2.44 -0.39 -0.80
```

Mulliken atomic charge list, values in e, 8 entries: N -0.27; N -0.41; C -0.34; C -1.01; C -0.87; C -0.87; C -0.53; H 0.27

2.
Formula: C9H14NO2S
Source: the OMol25 dataset
Level of theory: ωB97M-V/def2-TZVPD

Properties
Net charge: +1
HOMO-LUMO gap: 0.3628 Eh
M: 200.3 g/mol
LUMO level: -3.80 eV
2S+1: 1
Calculated total energy: -25973.9886 eV

Geometry as XYZ:
```
27
C9H14NO2S (ωB97M-V/def2-TZVPD)
S -0.44 3.34 1.40
O 1.18 -1.23 0.96
O -0.03 -1.88 -0.87
N 0.34 1.43 -0.13
C -1.42 1.33 -2.00
C 1.13 0.32 -0.75
C -0.15 -3.22 -0.31
C 0.66 2.03 0.99
C -0.84 1.93 -0.75
C -1.03 -3.32 0.96
C 1.91 1.78 1.84
C -1.39 3.01 -0.06
C 0.71 -1.02 -0.15
H 0.82 -3.71 -0.11
H 1.78 0.86 2.46
H -2.24 3.57 -0.47
H -1.94 -2.74 0.71
H -0.66 -3.80 -1.14
H 0.93 0.34 -1.85
H -1.25 -4.38 1.17
H -1.65 0.26 -1.88
H -2.38 1.78 -2.23
H -0.54 -2.87 1.84
H -0.67 1.43 -2.80
H 2.14 2.59 2.51
H 2.83 1.68 1.23
H 2.18 0.48 -0.57
```

Mulliken atomic charge list, values in e, 8 entries: S -0.05; O -0.53; O -0.32; N 0.12; C -1.43; C -0.95; C -0.23; C 0.76